{"formula": "C3H13NO3", "method": "ωB97M-V with the def2-TZVPD basis set", "e_lumo_ev": 0.271, "smiles": "C=CNC.O.O.O", "e_homo_ev": -8.0, "mol_weight_g_mol": 111.14, "relative_energy_ev": 2.181, "total_charge": 0, "homo_lumo_gap_ev": 8.27, "symbols": ["C", "C", "N", "C", "H", "H", "H", "H", "H", "H", "H", "O", "H", "H", "O", "H", "H", "O", "H", "H"], "xyz": [[2.0723, 2.6784, 0.1189], [1.1422, 1.7175, 0.3423], [1.0822, 1.0944, 1.5814], [-0.1947, 0.9687, 2.2788], [2.5957, 2.7132, -0.8302], [2.4544, 3.2576, 0.9503], [0.2889, 1.5246, -0.3013], [1.8453, 1.3733, 2.1798], [-0.4492, 1.7943, 2.9458], [-0.9882, 0.8150, 1.5498], [-0.1210, 0.0784, 2.9101], [-2.3972, 0.9221, -6.0019], [-3.3340, 0.7786, -6.1670], [-1.9664, 0.1098, -6.2835], [-2.3747, -1.2632, -0.1275], [-2.0199, -2.0865, -0.4918], [-1.8205, -1.1950, 0.6632], [1.1411, -5.3381, 1.7659], [0.9694, -4.4755, 1.3719], [2.0743, -5.4677, 1.5451]]}